Density functional theory data (wB97M-V/def2-TZVPD) for C36H46IN3Se2V as an isolated structure.

Structure (XYZ):
```
89
C36H46IN3Se2V wB97M-V/def2-TZVPD
I 0.17100 -4.53603 0.32131
Se 1.25396 -0.71591 3.55312
Se 3.19058 -0.43086 0.46743
V 0.54395 -1.35120 0.62354
N -0.90159 -1.64813 1.44340
N 0.36186 -1.12256 -1.42236
N 0.36480 0.70505 0.47045
C -3.31635 -0.72880 0.30045
C -3.07021 -2.14565 5.67601
C -0.87568 -0.82095 -6.26740
C -1.20382 -3.29812 3.96678
C 0.18928 2.95447 1.26934
C -0.78122 5.34179 -1.07328
C 0.50926 1.19202 -0.78638
C 0.30123 -1.83184 -3.70643
C 4.52029 -1.70435 -0.13214
C 0.26843 -2.09053 -2.35982
C -2.05793 -2.30393 3.49247
C -4.43217 -2.39643 1.64990
C -1.31283 -3.74324 5.27666
C -2.99526 -1.72918 4.35803
C 0.51139 0.15648 -1.85163
C 0.42548 -0.52140 -4.16797
C 1.64230 -0.85775 -6.30671
C 1.73152 5.27088 -1.14701
C 0.15820 1.59148 1.46258
C 0.55004 0.46896 -3.19217
C 0.42912 3.47123 -0.00005
C -2.01728 -1.87719 2.07447
C 2.02641 -1.84171 4.93312
C 2.85601 0.35515 3.22854
C -5.60670 -2.16830 0.94683
C 0.55289 2.54100 -1.03603
C -3.27936 -1.66665 1.33719
C -2.24106 -3.16484 6.13420
C 3.83729 -0.32910 2.30595
C 0.55593 5.78945 0.99404
C 0.40404 -0.21364 -5.65681
C 1.67265 -3.07083 0.78602
C 0.41257 1.28963 -5.93750
C -4.49458 -0.48850 -0.38001
C 0.49183 4.96173 -0.29191
C -5.64123 -1.20608 -0.05489
H 4.03053 -1.35193 2.61861
H -0.89727 -1.91101 -6.18159
H 2.56595 -0.42876 -5.90586
H 0.14877 -3.10064 -2.00382
H -1.77151 -0.41811 -5.78388
H 1.24189 -2.50201 5.27709
H -4.53161 0.26138 -1.16121
H -0.84564 4.80722 -2.02654
H 0.67575 6.84286 0.73678
H 4.49679 -2.59931 0.48458
H 5.49183 -1.22496 -0.06629
H -2.32070 -3.50846 7.15849
H -6.56394 -1.02167 -0.59411
H 0.33665 1.44889 -7.01482
H -1.68229 5.12245 -0.49168
H 2.64945 4.93757 -0.65148
H -4.40022 -3.16175 2.41361
H 3.31664 0.51506 4.19789
H 1.68249 4.80633 -2.13664
H -0.05348 1.18789 2.43959
H -0.76779 6.41392 -1.28802
H 0.21929 -2.66376 -4.39426
H 0.66566 1.49911 -3.49643
H 1.62288 -0.67463 -7.38409
H 2.42923 -3.24153 0.03023
H 0.02500 3.60158 2.12087
H 1.80312 6.35048 -1.29799
H 1.34106 1.76696 -5.60406
H -0.92231 -0.57101 -7.32987
H -3.65453 -0.94502 4.00163
H -6.49636 -2.73965 1.18454
H -2.42067 -0.17540 0.05798
H 2.86455 -2.41945 4.54950
H 2.53386 1.31623 2.84264
H -3.79557 -1.68998 6.34130
H -0.36191 5.70211 1.58404
H 2.34356 -1.19221 5.74208
H 4.77851 0.20992 2.26759
H 1.66654 -1.94111 -6.15013
H -0.49118 -3.76043 3.29719
H -0.67420 -4.54689 5.62419
H 0.67259 2.89187 -2.05157
H 4.30780 -1.95601 -1.16687
H 2.06737 -3.31861 1.76469
H -0.44109 1.79558 -5.47206
H 1.40948 5.50123 1.61685
```

Results
LUMO energy (alpha / beta)	-6.73 / -6.27	eV
E	-7607.76601	hartree
relative energy (zero: lowest compared OMol25 entry of this formula, charge and spin)	35.6	kJ/mol
multiplicity	2
charge	+2
Kohn-Sham gap (alpha / beta)	6.6000 / 7.3319	eV